Entry 1:
DFT (ωB97M-V with the def2-TZVPD basis set) results for a structure of composition C26H33OPPtS3Te.

The geometry in XYZ format:
```
66
Properties=species:S:1:pos:R:3
Pt -0.379 1.711 0.716
C -0.573 4.406 2.539
C 0.231 3.528 3.487
S 0.090 1.742 3.143
C 1.813 1.173 3.075
C 2.729 1.902 2.106
S 2.158 1.853 0.374
C 2.328 3.581 -0.139
C 1.496 4.597 0.632
S -0.277 4.181 0.758
H -1.643 4.232 2.658
H -0.388 5.456 2.771
H 1.287 3.792 3.499
H -0.149 3.677 4.498
H 2.221 1.229 4.086
H 1.710 0.120 2.808
H 2.874 2.943 2.390
H 3.708 1.423 2.133
H 3.382 3.852 -0.073
H 2.062 3.571 -1.197
H 1.876 4.743 1.641
H 1.551 5.559 0.123
C -4.357 1.380 -0.237
Te -3.039 1.503 1.423
C -3.095 -0.564 1.887
H -3.983 0.655 -0.955
H -4.434 2.364 -0.691
H -5.325 1.073 0.152
H -3.994 -0.768 2.461
H -2.204 -0.799 2.463
H -3.091 -1.120 0.954
O 0.076 -0.504 0.685
P 0.123 -1.430 -0.532
C 1.516 -2.546 -0.427
C 1.419 -3.870 -0.854
C 2.536 -4.693 -0.806
C 3.743 -4.198 -0.335
C 3.844 -2.877 0.086
C 2.735 -2.052 0.039
C 0.290 -0.498 -2.067
C 0.836 -1.104 -3.198
C 0.919 -0.403 -4.392
C 0.463 0.907 -4.468
C -0.078 1.525 -3.348
C -0.162 0.812 -2.165
C -1.366 -2.413 -0.660
C -1.620 -3.336 0.360
C -2.792 -4.070 0.350
C -3.716 -3.885 -0.674
C -3.467 -2.973 -1.689
C -2.290 -2.236 -1.687
H 0.479 -4.262 -1.219
H 2.462 -5.721 -1.133
H 4.611 -4.842 -0.296
H 4.790 -2.496 0.448
H 2.811 -1.019 0.356
H 1.203 -2.122 -3.142
H 1.344 -0.879 -5.265
H 0.531 1.449 -5.402
H -0.438 2.544 -3.404
H -0.597 1.301 -1.275
H -0.897 -3.477 1.155
H -2.988 -4.789 1.134
H -4.630 -4.464 -0.684
H -4.183 -2.844 -2.489
H -2.092 -1.531 -2.486
```

## Properties
* LUMO level (alpha / beta): -4.64 / -7.03 eV
* 2S+1: 3
* E_HOMO (alpha / beta): -12.8 / -14.3 eV
* ΔE to the lowest compared entry with this formula, charge and spin: 0.0 kcal per mole
* expectation value of S²: 2.01
* total charge: +2
* HOMO-LUMO gap (alpha / beta): 8.17 / 7.27 eV

How positive or negative is each atom? The natural (NBO) charges in e answer that: atom 1 (Pt): 0.626, atom 2 (C): -0.543, atom 3 (C): -0.558, atom 4 (S): 0.380, atom 5 (C): -0.545, atom 6 (C): -0.552, atom 7 (S): 0.323, atom 8 (C): -0.548, atom 9 (C): -0.552, atom 10 (S): 0.346, atom 11 (H): 0.255, atom 12 (H): 0.265, atom 13 (H): 0.233, atom 14 (H): 0.272, atom 15 (H): 0.263, atom 16 (H): 0.271, atom 17 (H): 0.228, atom 18 (H): 0.267, atom 19 (H): 0.263, atom 20 (H): 0.258, atom 21 (H): 0.228, atom 22 (H): 0.270, atom 23 (C): -0.854, atom 24 (Te): 0.654, atom 25 (C): -0.853, atom 26 (H): 0.240, atom 27 (H): 0.250, atom 28 (H): 0.253, atom 29 (H): 0.250, atom 30 (H): 0.247, atom 31 (H): 0.243, atom 32 (O): -1.159, atom 33 (P): 1.954, atom 34 (C): -0.490, atom 35 (C): -0.174, atom 36 (C): -0.187, atom 37 (C): -0.161, atom 38 (C): -0.220, atom 39 (C): -0.112, atom 40 (C): -0.374, atom 41 (C): -0.180, atom 42 (C): -0.189, atom 43 (C): -0.167, atom 44 (C): -0.210, atom 45 (C): -0.188, atom 46 (C): -0.487, atom 47 (C): -0.177, atom 48 (C): -0.205, atom 49 (C): -0.164, atom 50 (C): -0.227, atom 51 (C): -0.129, atom 52 (H): 0.232, atom 53 (H): 0.237, atom 54 (H): 0.238, atom 55 (H): 0.230, atom 56 (H): 0.196, atom 57 (H): 0.237, atom 58 (H): 0.242, atom 59 (H): 0.240, atom 60 (H): 0.229, atom 61 (H): 0.126, atom 62 (H): 0.231, atom 63 (H): 0.239, atom 64 (H): 0.239, atom 65 (H): 0.236, atom 66 (H): 0.218


Entry 2:
DFT (ωB97M-V with the def2-TZVPD basis set) results for a structure of composition C26H34BGe2MnN2O4S.

The geometry in XYZ format:
```
71
Properties=species:S:1:pos:R:3
Mn -0.729 0.363 0.382
C -5.346 5.522 2.144
C -4.767 4.477 1.231
C -4.236 4.822 -0.008
C -3.640 3.870 -0.817
C -3.579 2.550 -0.392
C -4.132 2.181 0.821
C -4.720 3.145 1.624
S -2.664 1.415 -1.401
O -1.236 1.805 -1.172
O -3.082 1.621 -2.772
N -2.912 0.042 -0.731
C -2.682 -1.141 -1.549
C -1.216 -1.573 -1.729
O -0.964 -2.400 -2.597
O -0.352 -1.066 -0.916
H -4.935 6.507 1.918
H -5.108 5.292 3.183
H -6.434 5.581 2.047
H -4.250 5.859 -0.324
H -3.199 4.145 -1.766
H -4.064 1.149 1.138
H -5.100 2.863 2.599
H -3.124 -1.055 -2.545
H -3.176 -1.982 -1.054
C 3.822 1.006 4.726
Ge 2.182 0.374 3.782
C 2.054 -1.555 4.259
C 0.728 1.183 4.839
Ge 2.025 0.664 1.342
C 3.870 0.056 0.804
C 4.730 -0.728 1.574
C 5.983 -1.122 1.112
C 6.416 -0.736 -0.147
C 5.577 0.043 -0.937
C 4.330 0.424 -0.466
C 2.381 2.652 1.189
C 1.558 3.425 0.367
C 1.757 4.793 0.209
C 2.795 5.428 0.874
C 3.632 4.681 1.694
C 3.423 3.316 1.843
H 3.912 0.478 5.681
H 3.739 2.074 4.933
H 4.732 0.838 4.148
H 2.245 -1.688 5.328
H 2.755 -2.176 3.699
H 1.046 -1.915 4.042
H 0.860 0.911 5.891
H -0.250 0.834 4.508
H 0.732 2.271 4.754
H 4.429 -1.043 2.568
H 6.622 -1.729 1.745
H 7.391 -1.038 -0.511
H 5.896 0.352 -1.927
H 3.690 1.028 -1.103
H 0.727 2.963 -0.156
H 1.085 5.359 -0.426
H 2.947 6.496 0.764
H 4.447 5.164 2.223
H 4.097 2.754 2.480
C -1.109 -1.051 1.771
H -0.923 -0.631 2.755
H -0.438 -1.869 1.524
H -2.157 -1.311 1.620
B -1.599 4.055 3.264
C -1.291 2.750 2.418
N -1.082 1.800 1.795
H -2.505 3.776 4.032
H -0.587 4.353 3.863
H -1.931 4.921 2.481
```

## Properties
* LUMO level (alpha / beta): 4.53 / 4.53 eV
* 2S+1: 5
* E_HOMO (alpha / beta): -1.5 / -1.9 eV
* ΔE to the lowest compared entry with this formula, charge and spin: 15.9 kcal per mole
* expectation value of S²: 6.20
* total charge: -2
* HOMO-LUMO gap (alpha / beta): 5.99 / 6.46 eV

How positive or negative is each atom? The Löwdin charges in e answer that: atom 1 (Mn): 0.652, atom 2 (C): -0.061, atom 3 (C): -0.292, atom 4 (C): -0.049, atom 5 (C): -0.055, atom 6 (C): -0.279, atom 7 (C): -0.069, atom 8 (C): -0.050, atom 9 (S): 0.568, atom 10 (O): -0.403, atom 11 (O): -0.320, atom 12 (N): -0.250, atom 13 (C): -0.207, atom 14 (C): -0.637, atom 15 (O): 0.002, atom 16 (O): -0.162, atom 17 (H): 0.071, atom 18 (H): 0.074, atom 19 (H): 0.071, atom 20 (H): 0.105, atom 21 (H): 0.113, atom 22 (H): 0.101, atom 23 (H): 0.113, atom 24 (H): 0.103, atom 25 (H): 0.108, atom 26 (C): -0.278, atom 27 (Ge): 0.647, atom 28 (C): -0.276, atom 29 (C): -0.265, atom 30 (Ge): 0.849, atom 31 (C): -0.374, atom 32 (C): -0.144, atom 33 (C): -0.121, atom 34 (C): -0.136, atom 35 (C): -0.117, atom 36 (C): -0.131, atom 37 (C): -0.376, atom 38 (C): -0.134, atom 39 (C): -0.100, atom 40 (C): -0.128, atom 41 (C): -0.119, atom 42 (C): -0.130, atom 43 (H): -0.002, atom 44 (H): 0.001, atom 45 (H): -0.009, atom 46 (H): 0.000, atom 47 (H): -0.007, atom 48 (H): -0.004, atom 49 (H): 0.006, atom 50 (H): -0.005, atom 51 (H): 0.003, atom 52 (H): 0.057, atom 53 (H): 0.086, atom 54 (H): 0.081, atom 55 (H): 0.088, atom 56 (H): 0.095, atom 57 (H): 0.060, atom 58 (H): 0.094, atom 59 (H): 0.083, atom 60 (H): 0.085, atom 61 (H): 0.078, atom 62 (C): -0.164, atom 63 (H): -0.021, atom 64 (H): 0.008, atom 65 (H): 0.007, atom 66 (B): -0.440, atom 67 (C): -0.171, atom 68 (N): 0.084, atom 69 (H): -0.002, atom 70 (H): -0.006, atom 71 (H): 0.001


Entry 3:
DFT (ωB97M-V with the def2-TZVPD basis set) results for a structure of composition C26H34ClIrO2 in a non-equilibrium geometry.

The geometry in XYZ format:
```
64
Properties=species:S:1:pos:R:3
O -0.434 -1.054 -3.419
C -0.434 0.242 -4.110
C -0.192 -0.240 -5.515
H 0.358 0.864 -3.683
H -1.416 0.724 -4.026
C -0.256 -1.591 -4.773
H 0.770 0.047 -5.938
H -1.023 -0.047 -6.190
C 1.025 -2.381 -4.971
H 1.895 -1.742 -4.757
H 1.087 -2.673 -6.032
H 1.028 -3.298 -4.361
C -1.495 -2.354 -5.181
H -2.380 -1.728 -5.039
H -1.610 -3.267 -4.587
H -1.439 -2.628 -6.240
Ir -0.901 -1.664 1.137
C -2.931 -1.331 2.328
C -2.129 -0.165 2.433
C -1.832 0.289 1.115
H -1.789 0.350 3.328
C -2.482 -0.610 0.161
C -3.107 -1.648 0.935
H -3.649 -2.489 0.521
H -3.334 -1.888 3.173
H -1.260 1.201 0.961
H -2.543 -0.488 -0.921
C 0.536 -2.745 2.488
C 0.041 -3.647 1.489
C 0.446 -3.149 0.204
H -0.519 -4.558 1.670
C 1.146 -1.907 0.402
C 1.224 -1.678 1.822
H 1.737 -0.860 2.323
H 0.436 -2.843 3.565
H 0.299 -3.631 -0.758
H 1.645 -1.313 -0.344
O 1.696 1.739 -1.479
C 0.654 0.837 -1.024
C -0.701 1.440 -1.418
H 0.711 0.722 0.087
H 0.795 -0.164 -1.482
C -0.399 2.844 -1.943
H -1.360 1.536 -0.573
H -1.231 0.775 -2.094
C 1.053 3.050 -1.496
H -1.038 3.584 -1.448
H -0.521 2.839 -3.041
H 1.066 3.435 -0.465
H 1.579 3.774 -2.125
Cl 2.924 4.191 3.626
C 2.117 3.102 4.646
C 2.226 3.230 6.019
C 1.640 2.282 6.872
C 0.964 1.185 6.321
C 0.830 1.043 4.951
C 1.374 2.012 4.036
C 1.255 1.857 2.667
H 2.793 4.060 6.448
H 1.748 2.395 7.953
H 0.555 0.419 6.987
H 0.308 0.175 4.525
H 0.626 1.066 2.264
H 1.821 2.470 1.976
```

## Properties
* LUMO level (alpha / beta): 0.57 / -1.54 eV
* 2S+1: 5
* E_HOMO (alpha / beta): -4.7 / -8.7 eV
* ΔE to the lowest compared entry with this formula, charge and spin: 0.0 kcal per mole
* expectation value of S²: 6.06
* HOMO-LUMO gap (alpha / beta): 5.26 / 7.16 eV

How positive or negative is each atom? The natural (NBO) charges in e answer that: atom 1 (O): -0.560, atom 2 (C): -0.071, atom 3 (C): -0.478, atom 4 (H): 0.198, atom 5 (H): 0.176, atom 6 (C): 0.271, atom 7 (H): 0.214, atom 8 (H): 0.211, atom 9 (C): -0.620, atom 10 (H): 0.217, atom 11 (H): 0.214, atom 12 (H): 0.214, atom 13 (C): -0.620, atom 14 (H): 0.211, atom 15 (H): 0.214, atom 16 (H): 0.211, atom 17 (Ir): 0.947, atom 18 (C): -0.320, atom 19 (C): -0.324, atom 20 (C): -0.380, atom 21 (H): 0.240, atom 22 (C): -0.339, atom 23 (C): -0.351, atom 24 (H): 0.247, atom 25 (H): 0.237, atom 26 (H): 0.243, atom 27 (H): 0.258, atom 28 (C): -0.347, atom 29 (C): -0.340, atom 30 (C): -0.331, atom 31 (H): 0.245, atom 32 (C): -0.338, atom 33 (C): -0.340, atom 34 (H): 0.248, atom 35 (H): 0.245, atom 36 (H): 0.248, atom 37 (H): 0.251, atom 38 (O): -0.542, atom 39 (C): -0.097, atom 40 (C): -0.450, atom 41 (H): 0.173, atom 42 (H): 0.208, atom 43 (C): -0.435, atom 44 (H): 0.216, atom 45 (H): 0.223, atom 46 (C): -0.074, atom 47 (H): 0.217, atom 48 (H): 0.203, atom 49 (H): 0.161, atom 50 (H): 0.195, atom 51 (Cl): 0.028, atom 52 (C): -0.057, atom 53 (C): -0.238, atom 54 (C): -0.197, atom 55 (C): -0.216, atom 56 (C): -0.208, atom 57 (C): -0.046, atom 58 (C): -0.340, atom 59 (H): 0.228, atom 60 (H): 0.219, atom 61 (H): 0.217, atom 62 (H): 0.216, atom 63 (H): 0.186, atom 64 (H): 0.206


Entry 4:
DFT (ωB97M-V with the def2-TZVPD basis set) results for a structure of composition C26H34ClIrO2 in a non-equilibrium geometry.

The geometry in XYZ format:
```
64
Properties=species:S:1:pos:R:3
O -0.484 -0.935 -3.553
C -0.373 0.349 -4.298
C -0.214 -0.281 -5.658
H 0.513 0.904 -3.967
H -1.277 0.948 -4.159
C -0.312 -1.597 -4.843
H 0.779 -0.188 -6.097
H -1.045 -0.060 -6.319
C 0.983 -2.347 -4.992
H 1.820 -1.701 -4.744
H 1.058 -2.642 -6.039
H 1.039 -3.237 -4.375
C -1.514 -2.439 -5.213
H -2.450 -1.887 -5.083
H -1.558 -3.346 -4.606
H -1.423 -2.731 -6.265
Ir -0.895 -1.593 1.031
C -2.689 -1.484 2.309
C -2.112 -0.180 2.397
C -2.022 0.352 1.096
H -1.751 0.337 3.280
C -2.558 -0.621 0.150
C -3.002 -1.755 0.922
H -3.475 -2.646 0.525
H -2.848 -2.138 3.163
H -1.585 1.337 0.950
H -2.648 -0.519 -0.932
C 0.306 -2.559 2.636
C -0.130 -3.522 1.642
C 0.446 -3.131 0.368
H -0.781 -4.378 1.838
C 1.279 -1.977 0.606
C 1.189 -1.638 2.002
H 1.680 -0.810 2.501
H 0.017 -2.525 3.690
H 0.288 -3.622 -0.592
H 1.876 -1.447 -0.134
O 1.678 1.705 -1.727
C 0.646 0.738 -1.398
C -0.714 1.422 -1.469
H 0.805 0.342 -0.376
H 0.740 -0.091 -2.106
C -0.429 2.888 -1.824
H -1.180 1.478 -0.502
H -1.421 0.923 -2.123
C 1.065 2.996 -1.451
H -1.034 3.580 -1.231
H -0.618 3.038 -2.886
H 1.103 3.195 -0.373
H 1.616 3.809 -1.941
Cl 2.890 4.235 3.645
C 2.222 3.065 4.685
C 2.339 3.225 6.057
C 1.735 2.288 6.923
C 1.028 1.192 6.398
C 0.867 1.043 5.040
C 1.465 1.967 4.111
C 1.259 1.840 2.747
H 2.860 4.094 6.469
H 1.820 2.426 7.998
H 0.545 0.475 7.065
H 0.273 0.221 4.616
H 0.577 1.081 2.353
H 1.737 2.528 2.060
```

## Properties
* LUMO level (alpha / beta): -2.23 / -6.46 eV
* 2S+1: 6
* E_HOMO (alpha / beta): -9.4 / -11.5 eV
* ΔE to the lowest compared entry with this formula, charge and spin: 6.4 kcal per mole
* expectation value of S²: 8.81
* total charge: +1
* HOMO-LUMO gap (alpha / beta): 7.17 / 5.02 eV

How positive or negative is each atom? The natural (NBO) charges in e answer that: atom 1 (O): -0.586, atom 2 (C): -0.072, atom 3 (C): -0.469, atom 4 (H): 0.195, atom 5 (H): 0.181, atom 6 (C): 0.278, atom 7 (H): 0.219, atom 8 (H): 0.221, atom 9 (C): -0.627, atom 10 (H): 0.214, atom 11 (H): 0.225, atom 12 (H): 0.209, atom 13 (C): -0.625, atom 14 (H): 0.215, atom 15 (H): 0.209, atom 16 (H): 0.223, atom 17 (Ir): 1.149, atom 18 (C): -0.304, atom 19 (C): -0.281, atom 20 (C): -0.274, atom 21 (H): 0.266, atom 22 (C): -0.310, atom 23 (C): -0.294, atom 24 (H): 0.272, atom 25 (H): 0.265, atom 26 (H): 0.262, atom 27 (H): 0.286, atom 28 (C): -0.278, atom 29 (C): -0.318, atom 30 (C): -0.303, atom 31 (H): 0.273, atom 32 (C): -0.238, atom 33 (C): -0.313, atom 34 (H): 0.280, atom 35 (H): 0.266, atom 36 (H): 0.279, atom 37 (H): 0.278, atom 38 (O): -0.521, atom 39 (C): -0.096, atom 40 (C): -0.447, atom 41 (H): 0.144, atom 42 (H): 0.229, atom 43 (C): -0.425, atom 44 (H): 0.196, atom 45 (H): 0.220, atom 46 (C): -0.074, atom 47 (H): 0.218, atom 48 (H): 0.211, atom 49 (H): 0.157, atom 50 (H): 0.212, atom 51 (Cl): 0.044, atom 52 (C): -0.021, atom 53 (C): -0.225, atom 54 (C): -0.175, atom 55 (C): -0.210, atom 56 (C): -0.190, atom 57 (C): -0.138, atom 58 (C): -0.343, atom 59 (H): 0.241, atom 60 (H): 0.229, atom 61 (H): 0.222, atom 62 (H): 0.190, atom 63 (H): 0.165, atom 64 (H): 0.213